C24H37N2SSn | wB97M-V/def2-TZVPD

Each line ends with the Mulliken charge.
CARTESIAN COORDINATES (ANGSTROEM)
C1 1.590 -2.125 0.194  0.50
C2 2.069 -1.437 -0.956  0.67
C3 1.122 -1.618 -2.008  0.45
C4 0.065 -2.434 -1.506  0.74
C5 0.354 -2.741 -0.146  0.63
Sn1 0.037 1.017 0.219  0.62
C6 -3.963 1.497 -1.506  0.69
C7 -3.199 1.488 -0.263  -0.22
H1 -3.157 2.477 0.319  0.33
C8 -2.610 0.351 0.383  -1.20
H2 -2.541 -0.658 -0.152  0.19
H3 -2.647 0.263 1.506  0.60
C9 -3.750 2.968 -2.091  -1.10
H4 -3.112 3.608 -1.431  0.26
H5 -3.272 2.919 -3.079  0.27
H6 -4.706 3.507 -2.244  0.34
C10 -3.086 0.564 -2.487  -0.64
H7 -2.122 0.272 -2.011  -0.15
H8 -3.643 -0.365 -2.755  0.26
H9 -2.840 1.098 -3.414  0.37
C11 3.337 -0.688 -1.029  -1.34
H10 3.400 0.063 -0.229  0.24
H11 4.209 -1.355 -0.929  0.39
H12 3.428 -0.162 -1.985  0.36
C12 1.253 -1.070 -3.371  -1.15
H13 1.521 -0.005 -3.348  -0.14
H14 2.041 -1.596 -3.937  0.35
H15 0.315 -1.171 -3.931  0.29
C13 -1.108 -2.924 -2.255  -1.61
H16 -1.109 -2.542 -3.282  0.35
H17 -1.103 -4.025 -2.308  0.36
H18 -2.055 -2.627 -1.776  0.30
C14 -0.446 -3.606 0.743  -1.59
H19 -1.436 -3.800 0.314  0.43
H20 0.046 -4.581 0.897  0.34
H21 -0.582 -3.149 1.734  0.19
C15 2.293 -2.211 1.490  -1.43
H22 1.614 -2.515 2.296  0.33
H23 3.102 -2.959 1.444  0.30
H24 2.755 -1.254 1.770  0.27
C16 1.473 2.373 -0.842  -0.25
C17 0.320 2.864 -1.959  -0.84
C18 2.673 2.555 -1.509  -0.34
C19 0.489 2.514 -3.290  0.19
H25 -0.746 3.178 -1.935  0.30
C20 2.818 2.502 -2.900  0.00
H26 3.592 2.911 -1.009  0.37
C21 1.803 2.377 -3.824  -0.92
H27 -0.311 2.545 -4.029  0.46
H28 3.847 2.772 -3.178  0.34
H29 1.954 2.339 -4.895  0.47
C22 0.906 1.096 6.129  -0.94
N1 0.934 0.914 4.664  -0.26
C23 -0.234 0.735 3.963  0.52
S1 -0.627 1.838 2.677  -0.42
N2 -1.057 -0.229 4.361  -0.11
C24 -0.643 -1.394 5.149  -1.17
H30 0.170 0.433 6.585  0.37
H31 0.682 2.140 6.393  0.31
H32 1.903 0.853 6.507  0.31
H33 1.532 1.603 4.206  0.31
H34 -1.922 -0.321 3.808  0.25
H35 -1.091 -1.358 6.151  0.36
H36 -0.983 -2.308 4.654  0.34
H37 0.449 -1.408 5.242  0.47

## Properties
lowest unoccupied orbital energy (spin up / spin down) = -4.363 / -3.926 eV
HOMO-LUMO gap (spin up / spin down) = 5.48 / 5.80 eV
HOMO (spin up / spin down) = -9.8 / -9.7 eV
total charge = +1


C24H37NiO2Si | wB97M-V/def2-TZVPD

Each line ends with the Mulliken charge.
CARTESIAN COORDINATES (ANGSTROEM)
O1 -0.039 -0.242 -5.759  -0.48
C1 -0.139 1.059 -6.407  -0.46
C2 -0.341 0.447 -7.798  -0.78
H1 0.796 1.622 -6.280  0.28
H2 -0.994 1.632 -6.028  0.24
C3 -0.167 -0.909 -7.045  1.51
H3 0.459 0.659 -8.508  0.31
H4 -1.346 0.582 -8.204  0.30
C4 1.113 -1.643 -7.390  -1.65
H5 1.976 -0.969 -7.341  0.37
H6 1.046 -2.069 -8.397  0.40
H7 1.277 -2.465 -6.681  0.36
C5 -1.374 -1.820 -7.113  -1.70
H8 -2.289 -1.295 -6.822  0.36
H9 -1.233 -2.689 -6.461  0.37
H10 -1.499 -2.189 -8.138  0.40
Ni1 -0.324 -0.796 2.538  0.00
C6 -2.673 -1.279 3.101  -0.69
C7 -1.891 -0.027 3.166  -0.18
C8 -1.816 0.461 1.776  -0.72
H11 -1.933 0.636 4.026  0.78
C9 -2.624 -0.393 0.970  -0.58
C10 -3.119 -1.455 1.777  -0.91
H12 -3.804 -2.235 1.419  0.34
H13 -2.863 -1.922 3.959  0.44
H14 -1.434 1.447 1.524  0.63
H15 -2.951 -0.210 -0.055  0.58
C11 0.728 -2.248 3.561  -0.25
C12 -0.123 -2.940 2.647  -0.59
C13 0.143 -2.450 1.330  -0.99
H16 -0.811 -3.733 2.892  0.49
C14 1.213 -1.485 1.424  -0.17
C15 1.572 -1.377 2.797  -1.15
H17 2.323 -0.693 3.183  0.67
H18 0.756 -2.406 4.634  0.48
H19 -0.274 -2.850 0.409  0.50
H20 1.726 -0.997 0.600  0.61
O2 -0.261 -0.293 -0.662  0.09
C16 -0.567 -0.927 -1.910  -0.79
C17 -0.672 0.164 -2.959  0.16
H21 -1.482 -1.520 -1.774  0.34
H22 0.252 -1.619 -2.163  0.22
C18 0.105 1.360 -2.377  -0.67
H23 -1.723 0.450 -3.080  0.22
H24 -0.257 -0.177 -3.906  0.06
C19 0.123 1.071 -0.873  -0.34
H25 -0.378 2.322 -2.600  0.32
H26 1.136 1.353 -2.757  0.31
H27 -0.608 1.710 -0.353  0.04
H28 1.104 1.243 -0.403  0.25
C20 3.230 1.332 6.253  -1.00
Si1 1.548 2.110 5.934  -0.01
C21 0.337 1.627 7.287  -1.01
C22 1.749 3.959 5.830  -0.96
C23 0.797 1.342 4.457  0.26
C24 0.144 0.632 3.661  -0.20
H29 3.542 1.495 7.296  0.32
H30 4.005 1.760 5.600  0.28
H31 3.197 0.249 6.073  0.28
H32 0.747 1.803 8.291  0.33
H33 -0.596 2.196 7.190  0.29
H34 0.085 0.564 7.193  0.27
H35 2.502 4.242 5.084  0.28
H36 0.804 4.443 5.559  0.27
H37 2.069 4.350 6.804  0.29

## Properties
lowest unoccupied orbital energy (spin up / spin down) = 2.094 / 2.094 eV
HOMO-LUMO gap (spin up / spin down) = 3.68 / 5.23 eV
2S+1 = 3
HOMO (spin up / spin down) = -1.6 / -3.1 eV
total charge = -1
expectation value of S² = 2.045


So what do the calculations give for relative energy (zero: lowest compared OMol25 entry of this formula, charge and spin)? Going down the list: 155.1, 18.2 kcal per mole.